No. 1
DFT (ωB97M-V/def2-TZVPD) results for C21H23NO4S in the gas phase.

Values from the calculation:
Structure (SMILES): CCOc1cc(C(=S)N2CCOCC2)ccc1OC(=O)c1ccc(C)cc1
Total charge: 0
Highest occupied orbital energy (eV): -7.9
Frontier orbital gap (eV): 8.386

XYZ file:
```
50
Properties=species:S:1:pos:R:3:forces:R:3:nbo_charge:R:1
C -0.423330 -1.886275 -3.093737 0.1487 0.0752 0.3748 -0.64
C 0.095091 -2.163636 -1.685925 -0.1876 -0.3168 -0.3304 -0.06
O 0.716276 -1.036384 -1.102709 0.0630 0.3920 0.1085 -0.49
C -0.036421 -0.042844 -0.575468 0.2063 0.2396 0.0763 0.28
C -1.422316 -0.003831 -0.523661 0.1006 -0.0617 0.0029 -0.25
C -2.084560 1.095409 0.022698 0.5567 -0.0090 0.0781 -0.11
C -3.556347 1.133736 0.002574 -0.6136 0.2246 -0.1097 0.14
S -4.308387 2.367506 -0.793984 -0.0687 0.3643 -0.1754 -0.17
N -4.247707 0.151633 0.596971 0.3168 0.0561 -0.1562 -0.39
C -3.688442 -0.820731 1.504548 0.0533 -0.4230 0.2180 -0.26
C -3.982085 -2.241483 0.986078 0.1864 -0.0074 0.1824 -0.07
O -5.165836 -2.284170 0.219371 0.0015 -0.0715 -0.2220 -0.52
C -6.135889 -1.379286 0.689768 -0.0456 0.1392 0.1603 -0.08
C -5.685401 0.067849 0.440121 -0.3381 -0.2030 -0.1774 -0.25
C -1.362211 2.179430 0.500609 -0.2069 -0.1698 0.0354 -0.19
C 0.020123 2.136989 0.491339 0.2927 -0.2862 -0.1384 -0.22
C 0.677180 1.039210 -0.028445 -0.3081 -0.2447 0.0659 0.25
O 2.063182 1.014130 -0.038888 -0.2175 0.2910 -0.3007 -0.50
C 2.665506 0.022044 0.655471 -0.1927 -0.5185 0.6129 0.78
O 2.069058 -0.737226 1.377860 0.2003 0.3058 -0.2196 -0.58
C 4.128234 0.013896 0.450116 0.3153 -0.0157 -0.0770 -0.13
C 4.757171 0.879300 -0.441922 -0.1514 -0.0749 0.0847 -0.16
C 6.127868 0.831315 -0.596458 0.0764 -0.0507 0.0371 -0.23
C 6.900255 -0.072642 0.127367 -0.0923 0.0361 0.0164 0.02
C 8.383619 -0.126122 -0.065452 0.0073 -0.0352 -0.0533 -0.63
C 6.264246 -0.935716 1.013710 0.0261 0.0556 -0.0532 -0.23
C 4.894387 -0.895945 1.175511 -0.2498 0.0902 -0.0624 -0.16
H -1.188455 -1.113866 -3.086968 -0.0818 0.0336 -0.0489 0.21
H -0.844339 -2.796061 -3.512830 -0.0642 -0.0895 -0.0709 0.22
H 0.394440 -1.551104 -3.726691 0.0544 0.0108 -0.0738 0.22
H -0.704621 -2.541230 -1.037102 0.1004 0.0241 0.0039 0.17
H 0.887996 -2.915858 -1.722918 -0.1676 0.0539 0.0587 0.20
H -2.012861 -0.809840 -0.929893 -0.0242 -0.1175 -0.0669 0.21
H -2.615839 -0.665582 1.613723 -0.1455 -0.0310 0.0684 0.25
H -4.158828 -0.680121 2.486339 0.1009 0.0082 -0.0660 0.20
H -4.056485 -2.932491 1.839661 0.0471 0.0750 -0.0862 0.17
H -3.188505 -2.593679 0.322973 0.0121 0.0462 0.0863 0.19
H -6.333091 -1.552378 1.757651 -0.0362 -0.0240 -0.0702 0.16
H -7.047016 -1.591287 0.129048 0.0170 0.0977 0.1337 0.21
H -5.922584 0.376203 -0.581979 -0.0006 -0.0381 0.1922 0.24
H -6.190597 0.758467 1.126579 -0.0032 0.0139 -0.0992 0.21
H -1.884171 3.039384 0.888974 -0.0553 0.0700 0.0011 0.23
H 0.603378 2.953516 0.886885 0.0914 0.0644 0.0525 0.23
H 4.166859 1.583218 -1.007335 -0.0300 0.0516 -0.0416 0.23
H 6.612273 1.505268 -1.288614 0.0438 0.0737 -0.0607 0.21
H 8.873294 -0.574699 0.795260 0.0788 -0.0104 0.0300 0.22
H 8.620766 -0.728894 -0.942786 0.0877 -0.0239 -0.0336 0.22
H 8.789485 0.870195 -0.226248 0.0784 0.0365 -0.0013 0.22
H 6.851558 -1.642897 1.581652 0.0566 -0.0571 0.0614 0.21
H 4.393523 -1.561150 1.862540 -0.0390 -0.0498 0.0534 0.23
```
Positions in Å, forces in eV/Å.


No. 2
DFT (ωB97M-V/def2-TZVPD) results for a molecular structure, C21H24BN3O2V at a distorted geometry.

Values from the calculation:
Total charge: +2
Highest occupied orbital energy (spin up / spin down) (eV): -14.0 / -14.0
Multiplicity: 2
Frontier orbital gap (spin up / spin down) (eV): 6.504 / 6.755

XYZ file:
```
52
Properties=species:S:1:pos:R:3:forces:R:3:nbo_charge:R:1
V -0.260484 0.633565 -0.057417 -0.7534 1.7310 0.2421 1.36
C 3.858805 0.330911 -1.153015 0.1463 0.0035 0.0210 -0.23
C 4.429159 0.459107 0.110459 0.0935 -0.0132 -0.0443 -0.08
C 3.619834 0.575092 1.225280 0.1111 0.0266 0.1216 -0.21
C 2.243281 0.562492 1.082903 -0.1705 -0.0911 -0.1466 0.21
N 1.698020 0.448354 -0.158220 1.4390 -0.4677 -0.0564 -0.53
C 2.491733 0.324097 -1.248033 -0.2543 0.0291 0.3033 0.06
C 1.267011 0.662333 2.198313 -0.1892 0.0484 -0.1514 -0.01
C 1.650135 0.779426 3.524692 0.0815 -0.0460 0.0629 -0.17
C 0.683576 0.860674 4.518950 -0.0345 0.0104 0.0634 -0.14
C -0.670079 0.840574 4.208412 0.0065 -0.0011 0.0133 -0.16
C -1.076031 0.746279 2.883592 0.2222 -0.0305 -0.0898 -0.18
C -0.113329 0.649704 1.879497 0.0887 0.1904 0.0712 -0.41
H 4.464048 0.225763 -2.042654 -0.0106 0.0004 0.0360 0.26
H 5.506165 0.459035 0.223748 -0.0365 0.0069 -0.0051 0.26
H 4.059244 0.668420 2.207562 0.0093 -0.0016 -0.0287 0.25
H 1.991446 0.197675 -2.199369 -0.0590 -0.0078 -0.0273 0.23
H 2.695694 0.801436 3.804919 -0.0508 -0.0080 0.0079 0.23
H 0.994732 0.942638 5.552381 -0.0176 -0.0031 -0.0229 0.25
H -1.407134 0.903265 4.997503 0.0052 -0.0019 0.0028 0.25
H -2.134655 0.738556 2.654085 -0.0278 0.0008 -0.0216 0.22
N -2.247261 0.425936 -0.649650 -0.4458 -0.3016 0.2322 -0.85
C -3.154515 1.635314 -0.578892 0.1758 -0.1152 -0.0434 -0.22
C -3.097288 2.483663 -1.841152 0.0712 -0.0393 -0.0477 -0.43
C -2.044781 3.590114 -1.884466 -0.0180 -0.0049 0.0864 -0.42
C -0.605949 3.167551 -2.113194 0.0581 -0.1454 0.1183 -0.21
N 0.048314 2.586838 -0.880629 -0.3205 0.1085 -0.0642 -0.84
H -2.411049 -0.053050 -1.534855 0.0386 0.0785 -0.0688 0.43
H -2.578367 -0.250127 0.045088 -0.1216 -0.0183 -0.0714 0.42
H -2.884506 2.215334 0.306219 0.0337 0.0073 0.0346 0.21
H -4.166463 1.271386 -0.422244 -0.0681 -0.0538 0.0111 0.24
H -4.077153 2.946101 -1.956507 0.0007 0.0354 0.0127 0.26
H -2.980586 1.827853 -2.712108 -0.0580 0.0302 -0.0049 0.21
H -2.103108 4.198961 -0.973934 -0.0276 0.0150 -0.0414 0.21
H -2.301389 4.264862 -2.701875 -0.0012 -0.0052 -0.0082 0.26
H -0.021478 4.031866 -2.418754 0.0478 0.0608 -0.0090 0.23
H -0.536952 2.429463 -2.912249 0.0211 -0.0606 -0.0158 0.21
H -0.196783 3.192636 -0.092816 0.0240 0.1052 -0.0626 0.39
H 1.053909 2.711074 -0.981141 0.0092 -0.0507 -0.0055 0.41
O -0.045143 -2.035759 -1.807597 0.0390 0.1440 0.0033 -0.65
B -0.111391 -1.335778 -0.637980 -0.0891 -1.3378 -0.1672 0.77
O -0.196695 -2.133917 0.484833 0.0323 -0.1333 -0.3163 -0.67
C -0.166535 -3.446071 -0.038257 -0.0405 0.2810 0.4052 0.26
C -0.223638 -4.632825 0.647517 -0.0137 -0.1620 0.0757 -0.25
C -0.184782 -5.785672 -0.135466 0.0011 0.0401 0.0543 -0.18
C -0.092828 -5.722288 -1.523864 0.0065 0.0405 -0.0431 -0.19
C -0.034321 -4.503572 -2.197549 0.0068 -0.1413 -0.0721 -0.22
C -0.074954 -3.383539 -1.405504 0.0353 0.1965 -0.3500 0.19
H -0.296511 -4.668715 1.726630 0.0040 -0.0078 -0.0560 0.25
H -0.228046 -6.752567 0.347793 0.0018 0.0304 -0.0076 0.24
H -0.067720 -6.640455 -2.095337 0.0033 0.0251 0.0172 0.24
H 0.036813 -4.444017 -3.275630 -0.0051 0.0034 0.0529 0.25
```
Positions in Å, forces in eV/Å.